ORCA calculation (ωB97M-V/def2-TZVPD) on a 2-piece molecular cluster, C6H15NO2 overall at a distorted geometry.

ΔE to the lowest compared entry with this formula, charge and spin   33.1 kcal per mole
Gap between HOMO and LUMO   9.46 eV
E_tot   -12049.97656 eV
Structure (SMILES)   CC(C)(N)O.C=C(C)O

Structure (XYZ):
```
24
C6H15NO2 ωB97M-V/def2-TZVPD
C 0.76695 2.33157 1.50518
C 0.51475 0.94396 0.91553
C -0.27467 0.06481 1.87984
N 1.75794 0.31974 0.60927
O -0.35830 1.08810 -0.28485
H -0.18239 2.80907 1.73962
H 1.30490 2.95649 0.79002
H 1.36360 2.24284 2.40723
H -0.33958 -0.94384 1.48125
H 0.23123 0.03288 2.84218
H -1.27635 0.46894 2.00172
H 1.58316 -0.53023 0.03216
H 2.36624 0.93238 0.08638
H 0.15651 1.51750 -0.97782
C 0.67760 -1.83025 -1.36396
C -0.48530 -1.27795 -1.72450
C -1.79762 -1.55502 -1.06169
O -0.53205 -0.46112 -2.81748
H 1.56591 -1.66475 -1.95965
H 0.72099 -2.56966 -0.58919
H -2.49238 -1.98898 -1.78252
H -2.21393 -0.63325 -0.67642
H -1.67412 -2.24855 -0.22840
H -1.38308 -0.00466 -2.82388
```

ORCA calculation (ωB97M-V/def2-TZVPD) on a 7-piece molecular cluster, H14O7 overall at a distorted geometry.

ΔE to the lowest compared entry with this formula, charge and spin   32.7 kcal per mole
Gap between HOMO and LUMO   10.89 eV
E_tot   -14560.04360 eV
Structure (SMILES)   O.O.O.O.O.O.O

Structure (XYZ):
```
21
H14O7 ωB97M-V/def2-TZVPD
O 0.79077 3.52784 1.71395
H 1.00093 2.59822 1.80260
H -0.11113 3.54050 1.39357
O -0.92018 -2.62993 -2.02213
H -1.33075 -1.81165 -2.30158
H -0.73596 -3.09661 -2.83730
O 1.06955 0.80304 2.53152
H 1.82830 0.79257 3.11498
H 0.31932 0.67065 3.11106
O -1.53645 2.20154 -1.18139
H -2.34499 2.22206 -0.66947
H -0.94820 1.63829 -0.67845
O 1.93041 -0.60952 -2.02887
H 1.47592 -0.34172 -1.23014
H 2.23017 0.21066 -2.42089
O -0.71646 -3.08410 0.51081
H -1.53054 -3.54659 0.70981
H -0.74354 -2.94721 -0.43617
O 0.20142 0.19658 0.02051
H -0.31012 -0.60845 -0.05995
H 0.38153 0.27385 0.95743
```

ORCA calculation (ωB97M-V/def2-TZVPD) on a 2-piece molecular cluster, C4H12 overall at a distorted geometry.

ΔE to the lowest compared entry with this formula, charge and spin   14.5 kcal per mole
Charge   -1
Gap between HOMO and LUMO (alpha / beta)   2.71 / 11.79 eV
E_tot   -4340.40824 eV
2S+1   2

Structure (XYZ):
```
16
C4H12 ωB97M-V/def2-TZVPD
C 0.69192 2.04485 -0.03449
C 1.62861 0.99531 -0.63996
H 0.68616 2.11979 1.05271
H 1.12522 3.02266 -0.29346
H -0.27378 1.88418 -0.50046
H 1.55010 0.96355 -1.73457
H 1.34831 -0.00343 -0.30825
H 2.70248 1.16999 -0.58335
C -1.05089 -1.96632 -0.19395
C -1.36635 -1.02123 0.95163
H -1.91284 -2.52275 -0.57170
H -0.30889 -1.47488 -0.83587
H -0.42576 -2.84658 0.05770
H -0.49738 -0.51146 1.36514
H -1.85821 -1.57927 1.75234
H -2.03869 -0.27443 0.51653
```

ORCA calculation (ωB97M-V/def2-TZVPD) on C11H18AgNO2 as an isolated structure at a distorted geometry.

Gap between HOMO and LUMO   5.60 eV
E_tot   -21276.61732 eV

Structure (XYZ):
```
33
C11H18AgNO2 ωB97M-V/def2-TZVPD
C 0.83771 -2.21071 1.98645
C 0.51293 -1.06235 2.05368
C 0.28904 0.38056 2.14192
C 0.93330 1.15388 0.99333
C 1.18232 2.58319 1.54334
C 1.96446 3.36032 0.55336
N 3.02277 2.80787 0.14249
C 0.03545 1.21507 -0.23034
O -1.35947 1.38884 0.04186
C -2.11151 0.19898 -0.03772
C -2.25125 -0.38946 -1.44771
O -2.01659 -1.80654 -1.38050
C -0.79692 -2.20575 -1.94639
C -0.72107 -3.71847 -1.87252
H 1.21107 -3.20066 1.92645
H 0.76116 0.70728 3.06893
H -0.78270 0.57163 2.26404
H 1.84211 2.41353 2.39614
H 0.30808 3.12081 1.93093
H 1.64131 4.31547 0.14666
H 3.53572 3.35712 -0.53944
H 0.23664 0.33021 -0.83622
H 0.32603 2.07094 -0.84239
H -3.10663 0.45250 0.32643
H -1.75217 -0.59235 0.62122
H -1.52112 0.03251 -2.13507
H -3.25928 -0.28447 -1.83651
H 0.07668 -1.81576 -1.40946
H -0.70289 -1.86617 -2.98364
H -1.41072 -4.17961 -2.57367
H -0.94494 -4.01356 -0.85255
H 0.28559 -4.04555 -2.12504
Ag 3.73489 0.93072 0.91195
```

What is the E_tot in the first record? -12049.97656 eV

Which of these has the highest E_tot? C4H12

Which value of E_tot does entry 2 give? -14560.04360 eV

Among the records above, which one has the lowest E_tot? C11H18AgNO2